Computed, not measured: C17H36BBr6InNO4S as an isolated structure, with ωB97M-V/def2-TZVPD.

The total energy is -17082.402957 a.u. For the strongest force on any atom, the calculation gives 2.3 eV/A. The calculation puts the frontier orbital gap at 6.41 eV. The LUMO energy is 0.0674 hartree. As for the total charge: -1. The HOMO energy is -0.1682 Ha.

Each line ends with the Löwdin charge.
CARTESIAN COORDINATES (ANGSTROEM)
C (3.073, -0.481, 0.163)  -0.176
O (2.051, 0.538, 0.124)  -0.255
C (0.846, 0.025, 0.769)  -0.196
C (0.141, 1.274, 1.448)  -0.201
C (-0.938, 1.971, 0.524)  -0.221
C (-2.366, 1.282, 0.506)  -0.192
C (-2.805, 0.575, 1.851)  -0.246
C (-2.425, -0.954, 1.950)  -0.214
C (-3.448, -1.940, 1.262)  -0.218
C (-3.414, -1.950, -0.318)  -0.299
C (-1.972, -2.043, -0.953)  -0.274
In (-2.241, -2.934, -3.033)  0.809
O (-3.121, -1.414, -4.191)  -0.425
N (-3.581, -4.628, -2.914)  -0.019
C (-3.088, -5.387, -2.149)  -0.956
S (-2.829, -6.335, -0.814)  0.452
B (-0.226, -3.536, -3.940)  -0.566
O (0.419, -2.650, -4.886)  -0.014
O (0.447, -4.750, -3.659)  0.031
H (2.602, -1.494, 0.133)  0.030
H (3.678, -0.345, 1.106)  0.096
H (3.752, -0.386, -0.720)  0.031
H (1.228, -0.632, 1.609)  0.125
H (0.180, -0.530, 0.063)  0.104
H (-0.208, 1.007, 2.478)  0.085
H (0.973, 2.027, 1.593)  0.076
H (-0.540, 1.909, -0.536)  0.116
H (-0.995, 3.076, 0.740)  0.035
H (-3.116, 2.112, 0.328)  0.077
H (-2.506, 0.579, -0.359)  0.087
H (-2.401, 1.109, 2.752)  0.054
H (-3.930, 0.633, 1.946)  0.070
H (-1.402, -1.209, 1.574)  0.083
H (-2.435, -1.213, 3.054)  0.106
H (-4.478, -1.749, 1.691)  0.104
H (-3.160, -2.983, 1.598)  0.108
H (-3.970, -2.877, -0.653)  0.079
H (-4.030, -1.086, -0.690)  0.103
H (-1.250, -2.660, -0.338)  0.052
H (-1.469, -1.057, -1.130)  0.009
H (-2.451, -0.774, -4.478)  -0.061
H (1.042, -2.061, -4.427)  0.076
H (1.160, -4.867, -4.317)  0.082
Br (1.426, 5.028, 1.132)  0.624
C (2.823, 4.924, -0.221)  -0.681
C (3.530, 3.593, -0.174)  -0.685
Br (4.784, 3.509, 1.316)  0.590
H (3.486, 5.771, -0.059)  0.045
H (2.307, 5.049, -1.173)  0.058
H (4.140, 3.451, -1.066)  0.060
H (2.852, 2.747, -0.064)  0.026
Br (-1.149, 3.755, 3.488)  0.696
C (-2.533, 5.110, 3.292)  -0.669
C (-3.843, 4.627, 3.850)  -0.686
Br (-4.693, 3.376, 2.625)  0.692
H (-2.586, 5.364, 2.236)  0.056
H (-2.168, 5.972, 3.851)  0.056
H (-4.548, 5.452, 3.953)  0.054
H (-3.741, 4.122, 4.808)  0.051
Br (5.906, -1.162, -2.610)  0.628
C (6.744, -2.677, -1.719)  -0.691
C (5.760, -3.795, -1.487)  -0.680
Br (4.578, -3.407, 0.013)  0.697
H (7.188, -2.299, -0.800)  0.051
H (7.537, -3.000, -2.395)  0.054
H (6.280, -4.711, -1.207)  0.055
H (5.123, -3.992, -2.347)  0.053

Forces on the atoms, in the same order (eV/Å):
0.00 0.27 -0.07
-0.23 -1.21 -0.10
0.39 1.15 1.46
0.55 0.35 -0.77
0.27 -0.75 -0.52
-0.72 0.75 0.43
-0.03 -0.57 -0.37
-0.55 -0.25 0.55
0.57 -0.29 0.23
-0.20 -0.42 0.51
-0.35 -0.08 -0.26
0.99 1.52 0.25
0.22 -0.18 0.16
0.78 -0.42 -0.21
-1.52 -0.51 1.66
0.36 0.44 -1.20
0.90 -0.65 -0.52
0.05 -0.55 0.98
-0.50 1.26 -0.83
0.46 0.83 0.04
-0.51 -0.35 -0.81
-0.62 0.05 0.73
-0.76 0.34 -0.90
0.68 0.38 0.52
-0.07 0.17 -0.97
-0.79 -0.82 -0.04
-0.27 0.12 1.06
-0.11 -1.23 0.02
0.77 -0.81 0.07
0.39 0.60 0.93
-0.29 -0.29 -0.89
1.11 -0.07 -0.15
-0.79 0.49 0.26
0.11 0.20 -1.07
0.92 -0.12 -0.64
-0.30 1.02 -0.31
0.35 0.98 0.52
0.83 -0.64 0.03
-0.92 0.46 -0.52
-0.57 -0.65 0.27
-0.24 -0.42 0.15
-0.30 -0.25 -0.28
-0.16 0.14 0.39
0.09 0.08 0.03
-0.21 -0.01 -0.06
0.13 0.00 -0.07
-0.07 -0.05 0.01
0.00 -0.13 0.01
0.06 -0.09 0.03
-0.05 0.06 0.03
0.02 0.06 0.02
-0.04 0.17 0.11
0.38 0.07 0.22
-0.41 0.03 -0.20
-0.04 0.11 0.18
-0.07 -0.08 0.08
-0.08 -0.04 -0.01
0.10 0.01 -0.01
0.09 0.03 -0.10
0.06 0.00 0.06
0.04 0.05 -0.27
-0.03 -0.14 0.33
0.19 -0.18 -0.16
-0.11 -0.08 -0.03
-0.07 -0.03 0.04
0.03 0.08 -0.06
0.08 0.09 0.04

***

Computed, not measured: C25H51N3O3P2Pt as an isolated structure, with ωB97M-V/def2-TZVPD.

The total energy is -2173.466089 a.u. For the strongest force on any atom, the calculation gives 5.6 eV/A. The calculation puts the frontier orbital gap (alpha / beta) at 5.26 / 4.62 eV. The LUMO energy (alpha / beta) is -0.4813 / -0.6230 hartree. As for the total charge: +4. Its spin multiplicity is 5. The HOMO energy (alpha / beta) is -0.6747 / -0.7928 Ha.

Each line ends with the Löwdin charge.
CARTESIAN COORDINATES (ANGSTROEM)
Pt (-0.142, -0.069, -0.171)  1.036
C (1.865, -0.195, -0.296)  -0.318
O (2.837, -0.449, -0.878)  0.190
C (-2.006, 0.084, 0.012)  -0.415
O (-3.168, 0.148, -0.089)  0.130
P (-0.152, 2.068, -1.263)  1.060
C (-0.581, 1.970, -3.069)  -0.504
H (-0.577, 3.020, -3.404)  0.114
C (-1.464, 3.240, -0.632)  -0.494
H (-2.377, 2.620, -0.664)  0.093
C (1.461, 2.986, -1.285)  -0.493
H (2.140, 2.254, -1.760)  0.107
C (1.211, -3.390, 0.877)  -0.486
P (-0.227, -2.440, 0.137)  1.068
H (-0.978, -4.099, -1.415)  0.133
H (2.024, -3.205, 0.153)  0.109
C (-1.668, -3.259, 1.002)  -0.481
H (-1.364, -4.318, 1.043)  0.122
C (-1.225, 3.653, 0.821)  -0.095
H (-2.176, 4.022, 1.235)  0.111
H (-0.499, 4.472, 0.906)  0.088
H (-0.892, 2.822, 1.455)  0.038
C (-1.731, 4.479, -1.493)  -0.043
H (-0.915, 5.206, -1.444)  0.081
H (-2.629, 4.975, -1.101)  0.124
H (-1.933, 4.247, -2.543)  0.089
C (1.480, 4.272, -2.113)  -0.044
H (1.053, 4.164, -3.115)  0.091
H (2.529, 4.568, -2.242)  0.125
H (0.981, 5.101, -1.598)  0.087
C (1.998, 3.282, 0.112)  -0.082
H (3.034, 3.636, 0.017)  0.119
H (2.023, 2.380, 0.731)  0.036
H (1.423, 4.059, 0.633)  0.080
C (0.497, 1.238, -3.873)  -0.086
H (1.475, 1.733, -3.804)  0.087
H (0.201, 1.219, -4.931)  0.104
H (0.617, 0.197, -3.545)  0.057
C (-1.984, 1.418, -3.349)  -0.067
H (-2.087, 0.371, -3.037)  0.059
H (-2.163, 1.454, -4.434)  0.119
H (-2.775, 2.002, -2.860)  0.087
C (0.974, -4.900, 1.002)  -0.055
H (0.587, -5.372, 0.095)  0.092
H (0.302, -5.135, 1.837)  0.101
H (1.937, -5.375, 1.232)  0.125
C (1.682, -2.868, 2.231)  -0.084
H (0.927, -2.981, 3.019)  0.073
C (-1.200, -2.271, -2.516)  -0.113
H (1.981, -1.819, 2.171)  0.040
H (2.571, -3.438, 2.538)  0.119
C (0.951, -3.554, -2.192)  -0.067
H (-0.746, -1.268, -2.559)  0.024
H (-1.179, -2.686, -3.533)  0.073
H (-2.253, -2.162, -2.222)  0.084
C (-0.396, -3.176, -1.572)  -0.488
H (0.801, -3.814, -3.248)  0.111
H (1.398, -4.424, -1.699)  0.086
H (1.668, -2.724, -2.151)  0.082
C (-3.004, -3.228, 0.256)  -0.062
H (-3.382, -2.209, 0.128)  0.066
H (-3.738, -3.782, 0.860)  0.119
H (-2.954, -3.715, -0.724)  0.087
C (-1.828, -2.775, 2.443)  -0.078
H (-1.942, -1.683, 2.520)  0.041
H (-0.985, -3.067, 3.080)  0.069
H (-2.732, -3.234, 2.870)  0.115
H (-0.443, -1.892, -5.348)  0.045
H (-0.463, -1.187, -5.605)  0.057
C (3.665, 0.896, 3.843)  0.090
N (2.207, 0.844, 3.662)  0.070
C (1.398, 1.096, 4.733)  0.123
C (0.050, 0.978, 4.584)  0.177
C (-0.452, 0.668, 3.306)  -0.283
N (0.341, 0.535, 2.250)  0.157
C (1.668, 0.574, 2.431)  -0.416
O (2.489, 0.321, 1.466)  -0.007
N (-1.793, 0.448, 3.137)  0.258
H (4.172, 0.704, 2.892)  0.123
H (3.974, 0.153, 4.593)  0.147
H (3.957, 1.884, 4.229)  0.147
H (1.922, 1.342, 5.651)  0.188
H (-0.656, 1.097, 5.396)  0.172
H (-2.218, 0.686, 2.245)  0.095
H (-2.396, 0.578, 3.944)  0.164

Forces on the atoms, in the same order (eV/Å):
1.58 -0.10 0.08
3.40 -1.04 -2.59
-2.83 0.74 1.64
-5.33 0.92 1.60
2.64 -0.37 -0.57
-0.50 3.86 -2.93
-0.14 -1.19 -0.48
0.11 -0.01 0.53
-0.46 -1.02 0.96
0.22 0.18 -0.01
0.81 -1.09 0.64
-0.16 0.25 0.10
1.04 1.08 0.11
-0.69 -4.89 -0.74
0.06 0.21 0.28
-0.23 -0.12 0.18
-0.85 0.91 0.45
0.39 0.36 -0.27
-0.33 0.31 0.39
0.31 -0.05 -0.09
-0.28 -0.29 -0.04
0.03 0.07 -0.05
0.19 0.33 -0.59
-0.31 -0.22 0.01
0.14 -0.22 0.06
-0.01 0.07 0.23
-0.36 0.45 -0.46
0.12 0.07 0.19
-0.13 -0.20 0.10
0.20 -0.28 -0.14
0.32 0.07 0.34
-0.29 -0.06 0.07
0.03 0.27 -0.08
0.25 -0.24 -0.24
0.20 0.02 -0.02
-0.24 -0.13 -0.11
0.13 0.01 0.30
-0.04 0.10 -0.12
-0.13 0.05 0.10
0.03 0.16 -0.12
0.02 -0.01 0.35
0.16 -0.13 -0.17
-0.53 -0.42 -0.19
0.04 0.05 0.13
0.17 0.08 -0.17
-0.09 0.24 -0.12
0.23 0.20 0.37
0.27 -0.05 -0.22
-0.29 -0.11 0.15
0.04 -0.19 0.04
-0.28 0.16 -0.07
0.18 0.01 0.07
0.06 0.00 -0.15
-0.02 0.16 0.34
0.27 0.02 -0.03
0.24 0.36 -0.62
0.03 0.06 0.25
-0.01 0.22 -0.15
-0.04 -0.13 -0.15
0.02 0.05 -0.16
-0.09 -0.27 0.03
0.17 0.16 -0.18
-0.07 0.12 0.24
-0.12 -0.09 0.41
-0.08 -0.42 -0.16
-0.26 0.04 -0.13
0.27 0.17 -0.06
0.03 0.33 -0.21
0.00 -0.32 0.08
0.94 0.01 0.01
-0.10 0.82 2.60
2.20 -0.24 -0.89
-0.81 -0.05 0.99
-2.89 -0.94 -1.92
0.06 -0.10 -0.31
1.93 -1.15 -4.18
-1.65 1.21 4.22
1.81 1.54 0.93
-0.27 0.05 0.33
-0.23 0.07 -0.18
-0.23 -0.12 -0.12
-0.23 0.00 0.10
0.21 0.11 0.29
0.11 -0.46 -0.08
-0.07 -0.04 -0.02

***

Computed, not measured: CH6N2S as an isolated structure, with ωB97M-V/def2-TZVPD.

The total energy is -549.357575 a.u. For the strongest force on any atom, the calculation gives 2.5 eV/A. The calculation puts the frontier orbital gap at 7.52 eV. The LUMO energy is 0.0082 hartree. The HOMO energy is -0.2681 Ha.

Each line ends with the Löwdin charge.
CARTESIAN COORDINATES (ANGSTROEM)
N (0.315, 0.778, 0.585)  0.053
C (0.996, 0.333, -0.475)  -0.224
N (0.592, -0.701, -1.243)  0.111
H (-0.716, 0.239, 0.873)  -0.113
H (0.802, 1.392, 1.215)  0.092
H (2.025, 0.737, -0.617)  0.142
H (1.322, -1.232, -1.775)  0.135
H (-0.380, -1.072, -1.161)  0.086
S (-2.288, -0.673, 0.835)  0.068
H (-2.669, 0.199, 1.762)  -0.351

Forces on the atoms, in the same order (eV/Å):
0.60 -1.21 -2.06
-0.35 -0.21 2.46
0.31 0.07 -0.31
0.13 -0.05 -0.55
0.06 0.36 -0.19
-0.88 -0.48 -0.21
-1.41 1.01 0.64
1.23 0.39 0.14
0.56 -0.08 -0.11
-0.25 0.21 0.20

***

> What is the strongest force on any atom in the third record?

2.5 eV/A

***

> The lowest strongest force on any atom belongs to which entry?

C17H36BBr6InNO4S